(1)
The following is a quantum chemistry calculation of an isolated molecule of C24H26N2O4S2 at a distorted geometry, from OMol25.

CARTESIAN COORDINATES (ANGSTROEM)
1 C 4.2397 2.7138 1.8048
2 O 2.8472 2.7256 1.5848
3 C 2.3685 2.2836 0.4010
4 C 3.1311 1.6608 -0.5875
5 C 2.5471 1.1908 -1.7497
6 C 1.1804 1.3377 -1.9618
7 N 0.5269 0.8614 -3.1007
8 C 1.0042 0.0298 -4.0565
9 O 2.1467 -0.3589 -4.1536
10 C -0.0499 -0.3984 -5.0727
11 S -1.7440 -0.5272 -4.4182
12 C -1.5743 -1.5316 -2.9617
13 C -0.4300 -2.3015 -2.6917
14 C -0.3652 -3.0382 -1.5431
15 C -1.4334 -3.0620 -0.6237
16 C -1.3882 -3.8175 0.5658
17 C -2.4491 -3.8253 1.4276
18 C -3.6029 -3.0782 1.1388
19 C -3.6773 -2.3324 -0.0040
20 C -2.5977 -2.3023 -0.9134
21 C -2.6361 -1.5351 -2.0912
22 C 0.4177 1.9805 -0.9897
23 C 1.0006 2.4404 0.1687
24 S -0.0908 3.2474 1.3577
25 O 0.6229 4.2667 2.0607
26 O -1.2708 3.6192 0.6288
27 N -0.5587 2.1064 2.4600
28 C 0.4202 1.6132 3.3965
29 C 1.0251 0.2742 2.9641
30 C -0.0826 -0.7326 2.6617
31 C -1.0139 -0.1623 1.5956
32 C -1.5869 1.1694 2.0809
33 H 4.6314 1.6917 1.8418
34 H 4.3822 3.1907 2.7726
35 H 4.7724 3.2839 1.0386
36 H 4.1934 1.5315 -0.4571
37 H 3.1521 0.7021 -2.4953
38 H -0.4618 1.0857 -3.1497
39 H -0.1195 0.3586 -5.8569
40 H 0.2510 -1.3400 -5.5336
41 H 0.3983 -2.3187 -3.3813
42 H 0.5176 -3.6242 -1.3324
43 H -0.4998 -4.3942 0.7804
44 H -2.4096 -4.4075 2.3362
45 H -4.4325 -3.0984 1.8301
46 H -4.5614 -1.7543 -0.2297
47 H -3.5139 -0.9460 -2.3126
48 H -0.6404 2.1484 -1.1208
49 H 1.1845 2.3859 3.4787
50 H -0.0716 1.4937 4.3696
51 H 1.6303 0.4153 2.0677
52 H 1.6737 -0.0974 3.7592
53 H 0.3460 -1.6761 2.3182
54 H -0.6541 -0.9327 3.5710
55 H -0.4576 -0.0117 0.6673
56 H -1.8312 -0.8546 1.3939
57 H -2.1825 1.6569 1.3095
58 H -2.2237 0.9939 2.9563

Summary:
- Total charge: 0
- Multiplicity: 1
- SMILES: COc1ccc(NC(=O)CSc2ccc3ccccc3c2)cc1S(=O)(=O)N1CCCCC1

The net atomic charges from Löwdin, expressed in e, are:
1. C -0.060
2. O -0.108
3. C -0.278
4. C 0.009
5. C 0.018
6. C -0.199
7. N 0.116
8. C -0.553
9. O 0.070
10. C -0.362
11. S 0.959
12. C -0.513
13. C -0.073
14. C -0.009
15. C -0.176
16. C -0.039
17. C -0.082
18. C -0.085
19. C -0.042
20. C -0.178
21. C -0.061
22. C -0.001
23. C -0.174
24. S 0.688
25. O -0.258
26. O -0.290
27. N -0.231
28. C -0.187
29. C -0.166
30. C -0.189
31. C -0.163
32. C -0.183
33. H 0.098
34. H 0.099
35. H 0.101
36. H 0.109
37. H 0.106
38. H 0.103
39. H 0.089
40. H 0.089
41. H 0.102
42. H 0.118
43. H 0.114
44. H 0.103
45. H 0.104
46. H 0.114
47. H 0.111
48. H 0.122
49. H 0.108
50. H 0.131
51. H 0.101
52. H 0.115
53. H 0.105
54. H 0.115
55. H 0.107
56. H 0.091
57. H 0.112
58. H 0.133



(2)
The following is a quantum chemistry calculation of H24O12 as an isolated structure at a distorted geometry, from OMol25.

CARTESIAN COORDINATES (ANGSTROEM)
1 H -0.1787 1.1550 -1.2239
2 H 0.9589 0.1534 -0.7364
3 H -1.0750 1.7292 -2.6285
4 H -1.0429 0.4429 -3.2247
5 H -1.8960 -0.5153 2.6332
6 H -2.7375 0.2064 3.6861
7 H -1.4616 -0.6470 -0.9704
8 H -0.0479 -1.0699 -1.5829
9 H -2.6087 2.6708 0.4028
10 H -2.4102 4.0278 -0.3676
11 H 4.3273 3.1984 -0.7387
12 H 3.1576 3.9285 -1.0659
13 H -3.1165 -0.8724 -0.9469
14 H -3.0618 -0.3982 0.6091
15 H 1.2296 -2.5583 0.6799
16 H 2.8865 -2.7070 0.6074
17 H 3.4618 0.1598 1.0147
18 H 3.8455 -0.8075 2.0233
19 H -1.7069 -2.4943 -1.6521
20 H -0.8782 -2.7751 -0.4617
21 H 2.9327 -2.2374 -1.6817
22 H 2.3465 -1.1681 -1.0534
23 H 0.1582 1.3685 1.8281
24 H -0.7677 0.8872 2.8765
25 O -0.0210 0.3418 -0.8017
26 O -1.6280 0.8974 -2.6889
27 O -2.6152 -0.6670 3.3470
28 O -0.9421 -0.7519 -1.8116
29 O -2.0129 3.1987 -0.0174
30 O 3.3408 3.0794 -0.7676
31 O -3.6270 -0.7365 -0.1579
32 O 2.0789 -2.0761 0.7332
33 O 4.2073 -0.4350 1.2643
34 O -1.7958 -2.7840 -0.7245
35 O 2.8820 -1.9403 -0.8310
36 O -0.1565 1.6639 2.7028

Summary:
- Total charge: 0
- Multiplicity: 1

The net atomic charges from Löwdin, expressed in e, are:
1. H 0.032
2. H 0.096
3. H 0.082
4. H 0.016
5. H 0.059
6. H 0.019
7. H 0.069
8. H 0.076
9. H -0.027
10. H 0.069
11. H 0.070
12. H -0.015
13. H -0.010
14. H 0.058
15. H 0.057
16. H 0.133
17. H 0.049
18. H -0.010
19. H 0.043
20. H 0.011
21. H 0.019
22. H 0.059
23. H 0.020
24. H 0.019
25. O -0.087
26. O -0.044
27. O -0.056
28. O -0.235
29. O -0.021
30. O -0.051
31. O -0.057
32. O -0.168
33. O -0.041
34. O -0.068
35. O -0.094
36. O -0.070



| no. | E_HOMO (eV) |
| --- | --- |
| 1 | -8.2973 |
| 2 | -8.3875 |